Entry 1:
# C27H95F3N3Ni2O34PS

A molecular structure, C27H95F3N3Ni2O34PS in a non-equilibrium geometry (ωB97M-V with the def2-TZVPD basis set, OMol25).

Calculated values
LUMO (spin up / spin down) in eV: -0.1 / -0.1
Multiplicity: 5
Orbital gap (spin up / spin down) in eV: 8.9 / 8.9

Each line ends with the Löwdin charge.
Positions of all 166 atoms, in Å:
Ni -0.1984 -0.4679 2.9326  0.635
Ni 1.6228 2.6221 0.6522  0.696
C 4.6623 1.9951 3.2948  -0.602
F 3.5326 1.4991 3.8522  0.105
F 4.6830 3.2997 3.6305  0.112
F 5.7175 1.4295 3.9081  0.134
S 4.6955 1.7960 1.4339  0.529
O 5.9904 2.1962 0.9954  -0.231
O 4.3244 0.4235 1.3070  -0.280
O 3.5925 2.6478 1.0089  -0.337
P -0.1202 0.9305 0.7820  0.087
O 0.7940 1.2366 2.1258  -0.368
O -0.9253 -0.3326 1.1026  -0.331
O 0.8017 0.5732 -0.3602  -0.309
O -0.7711 2.2709 0.3831  -0.328
C 0.8930 5.2625 -1.2619  -0.024
C 1.1410 3.9496 -1.9819  -0.376
C 1.5425 4.1415 -3.4751  -0.192
O 0.6095 4.6911 -4.3979  -0.167
C -0.2729 3.6548 -4.8342  -0.090
N 2.1511 3.1885 -1.2236  0.024
H 1.9352 5.5893 -1.1175  0.097
H 0.3955 5.0820 -0.3258  0.043
H 0.3474 5.9617 -1.8848  0.089
H 0.2863 3.2634 -2.0342  0.127
H 1.7635 3.1567 -3.8287  0.078
H 2.5031 4.7071 -3.6052  0.149
H -0.8695 3.2604 -4.0070  0.073
H 0.3512 2.8477 -5.2099  0.088
H -0.9089 4.0289 -5.6038  0.081
H 2.9615 3.7484 -0.9585  0.103
H 2.4689 2.3576 -1.7715  0.095
C 0.5530 1.0335 7.1507  -0.034
C -0.0347 0.5101 5.8186  -0.410
C -0.7759 1.5641 5.0669  -0.201
O -1.3812 0.9182 3.9735  -0.251
C -2.3766 1.7725 3.3332  -0.010
N 0.8724 -0.0866 4.8437  0.060
H 1.0292 2.0317 7.1002  0.087
H 1.3005 0.3151 7.4812  0.073
H -0.2721 1.0097 7.8835  0.088
H -0.7615 -0.2619 6.1009  0.146
H -0.0198 2.2752 4.6757  0.132
H -1.4920 2.0218 5.7238  0.139
H -1.9795 2.7924 3.2397  0.077
H -3.2317 1.7597 3.9875  0.098
H -2.6005 1.3140 2.3586  0.078
H 1.6847 0.5155 4.7219  0.088
H 1.2772 -0.9260 5.2621  0.114
C -0.0762 -2.5532 -6.3133  -0.062
C -1.3849 -2.7968 -5.6271  -0.470
C -1.8438 -1.5166 -5.0825  -0.210
O -0.9208 -1.0504 -4.0528  -0.215
C -1.4090 0.1384 -3.5002  -0.115
N -2.4098 -3.3711 -6.4957  0.037
H 0.3097 -3.4868 -6.7082  0.075
H 0.6184 -2.2086 -5.5076  0.079
H -0.0762 -1.8032 -7.0812  0.077
H -1.2743 -3.4720 -4.7114  0.163
H -2.8132 -1.6733 -4.5806  0.120
H -1.9761 -0.7191 -5.8598  0.146
H -0.7696 0.4572 -2.6713  0.081
H -2.4409 -0.0435 -3.2015  0.083
H -1.4103 0.9447 -4.2498  0.087
H -2.4295 -4.3679 -6.6851  0.073
H -2.7109 -2.8177 -7.3033  0.082
O 1.2633 -1.8303 2.3896  -0.039
H 0.8468 -2.6822 2.3053  0.034
H 2.2664 -1.9747 2.4297  0.080
O -3.9383 -1.1020 1.3732  -0.049
H -3.6990 -1.8028 0.7166  0.041
H -3.2484 -0.4306 1.2607  0.034
O -0.4873 4.4869 3.4813  -0.027
H -0.8817 5.2959 3.1031  0.061
H -0.0614 4.7363 4.2964  0.067
O 2.4398 -4.1815 -0.1404  -0.053
H 2.8409 -3.9452 0.6997  0.017
H 2.1740 -3.3294 -0.5261  0.014
O 1.6054 4.3161 1.7690  -0.027
H 2.4193 4.4290 2.2525  0.073
H 0.8334 4.4716 2.3414  0.031
O -1.2375 -1.9415 3.9307  -0.057
H -0.8030 -2.7905 4.1589  0.054
H -2.1860 -1.9073 4.2166  0.046
O -1.3934 6.8241 1.4690  -0.047
H -1.5585 7.4511 0.7638  0.044
H -1.6130 5.9913 1.0792  -0.034
O -0.1033 -4.6101 3.6055  -0.043
H -0.1030 -5.0054 2.7314  -0.013
H 0.4938 -5.0832 4.1644  0.045
O -3.9132 -2.1970 4.3768  -0.053
H -4.1437 -3.1169 4.1693  0.034
H -4.0433 -1.7881 3.5223  0.016
O -0.1009 -4.9182 1.0772  -0.066
H 0.7126 -5.0528 0.5752  0.034
H -0.5321 -4.1536 0.6541  0.014
C 2.8823 -1.2679 -2.3880  -0.241
C 2.4936 -0.2164 -3.3361  -0.233
O 1.9915 1.0431 -2.9428  -0.094
O 1.9256 -1.7631 -1.5020  -0.074
H 3.7122 -0.8871 -1.7222  0.127
H 3.2062 -2.0188 -3.0806  0.129
H 1.7772 -0.6668 -4.0092  0.104
H 3.3995 0.0683 -3.8963  0.134
H 1.3461 0.8748 -2.2364  0.041
H 1.5919 -1.0705 -0.8947  0.066
C 5.2596 -2.7079 2.1313  -0.156
C 5.8898 -2.9874 0.7581  -0.216
O 6.4161 -1.8323 0.1076  -0.051
O 3.9458 -2.0815 1.9365  -0.131
H 5.9608 -2.1161 2.7204  0.121
H 4.9668 -3.6197 2.6699  0.124
H 5.1513 -3.5022 0.1972  0.095
H 6.7412 -3.6142 0.9120  0.115
H 5.7887 -1.1166 0.0253  0.046
H 4.0454 -1.2285 1.4900  0.021
C -3.8995 3.1325 -0.9930  -0.250
C -3.7602 4.0858 0.2053  -0.205
O -2.3924 4.3890 0.4798  -0.118
O -3.3394 1.8697 -0.8720  -0.079
H -3.4545 3.7187 -1.8019  0.125
H -4.9679 3.0212 -1.1839  0.118
H -4.2489 3.5978 1.1245  0.138
H -4.2583 5.0484 -0.0239  0.128
H -1.8679 3.5720 0.4998  0.016
H -2.3566 1.9132 -0.8108  0.084
C -4.6922 -4.7877 1.3286  -0.227
C -3.2936 -4.8301 1.9146  -0.187
O -3.3698 -4.5623 3.3543  -0.095
O -5.4373 -5.9182 1.7828  -0.061
H -4.7023 -4.7418 0.2359  0.113
H -5.2469 -3.9009 1.6800  0.129
H -2.6347 -4.1004 1.3484  0.112
H -2.8835 -5.8546 1.7681  0.128
H -2.5440 -4.8108 3.7930  0.074
H -5.2632 -6.7293 1.3285  0.069
C 7.3718 0.0061 -2.8724  -0.215
C 6.3461 1.0234 -2.3389  -0.254
O 6.3075 2.1748 -3.1470  -0.063
O 8.7153 0.5554 -2.7572  -0.072
H 7.1804 -0.1497 -3.9449  0.123
H 7.1501 -0.8824 -2.3023  0.093
H 6.5721 1.2281 -1.3078  0.091
H 5.3168 0.5501 -2.3740  0.115
H 7.2181 2.4937 -3.2066  0.086
H 9.1703 0.1319 -3.5090  0.089
C -2.7042 -3.1581 -1.7679  -0.147
C -1.3632 -2.4708 -1.5666  -0.210
O -0.9893 -2.6628 -0.2037  -0.109
O -3.6809 -2.4506 -0.9247  -0.105
H -2.6259 -4.2159 -1.5042  0.120
H -2.9124 -3.1412 -2.8430  0.105
H -1.4873 -1.4309 -1.7832  0.082
H -0.5450 -2.7870 -2.2154  0.117
H -0.8932 -1.7770 0.2318  0.044
H -4.0351 -1.6127 -1.2886  0.060
C -6.7701 0.3974 -0.1684  -0.292
C -6.3467 0.0512 -1.5636  -0.231
O -4.9460 -0.0663 -1.6729  -0.089
O -6.4451 -0.5912 0.7342  -0.058
H -7.8488 0.5985 -0.0773  0.124
H -6.3972 1.3787 0.1466  0.108
H -6.8031 0.8186 -2.2226  0.123
H -6.7241 -0.9209 -1.8775  0.127
H -4.5481 0.7965 -1.4885  0.037
H -5.4835 -0.6774 0.8537  0.021

---

Entry 2:
# C28H14BeF4N6OS2

A molecular structure, C28H14BeF4N6OS2 (ωB97M-V with the def2-TZVPD basis set, OMol25).

Calculated values
LUMO in eV: -3.8
Energy relative to the best compared isomer or geometry (same formula, charge and spin) in kcal per mole: 0.00
Orbital gap in eV: 4.6

Each line ends with the Löwdin charge.
Positions of all 56 atoms, in Å:
Be -0.7869 2.0249 1.3703  -0.101
C 1.6932 0.5724 -1.4405  0.001
C 0.6931 0.6885 -0.3340  -0.208
N 0.1797 1.8216 0.0093  -0.019
N 0.6334 2.9764 -0.6195  -0.008
C 0.3869 4.0152 0.1046  -1.056
S -0.4242 4.0169 1.6435  0.719
S 1.0584 5.5424 -0.5122  0.866
C 2.5022 5.5808 0.6181  -0.421
C 3.3229 4.3267 0.5268  -0.309
C 3.2222 3.3505 1.5120  -0.056
C 3.9237 2.1568 1.3981  -0.080
C 4.7389 1.9317 0.2994  -0.103
C 4.8499 2.9059 -0.6859  -0.087
C 4.1430 4.0918 -0.5733  -0.051
C 0.2701 -0.5006 0.4133  -0.101
C 0.5811 -1.7761 -0.0832  -0.052
C 0.2113 -2.9265 0.5799  -0.102
C -0.4785 -2.8163 1.7906  -0.078
C -0.7662 -1.5799 2.3244  -0.006
C -0.3945 -0.3904 1.6666  -0.299
O -0.6670 0.7571 2.2460  -0.088
H 2.0583 1.5541 -1.7218  0.071
H 1.2233 0.1081 -2.3118  0.096
H 2.5252 -0.0583 -1.1311  0.090
H 2.1453 5.7512 1.6325  0.071
H 3.0653 6.4565 0.2948  0.078
H 2.5781 3.5207 2.3665  0.103
H 3.8329 1.4053 2.1727  0.105
H 5.2918 1.0048 0.2119  0.100
H 5.4886 2.7391 -1.5440  0.102
H 4.2139 4.8413 -1.3531  0.115
H 1.1211 -1.8575 -1.0180  0.110
H 0.4779 -3.8975 0.1824  0.101
H -0.7698 -3.7102 2.3291  0.107
H -1.2710 -1.4808 3.2768  0.120
F -5.3934 -2.8834 0.6272  0.151
C -4.3174 -2.7657 -0.1346  -0.127
C -3.7800 -3.8612 -0.6881  -0.126
F -4.3413 -5.0370 -0.4601  0.150
C -2.5792 -3.8181 -1.5080  -0.009
C -2.0974 -2.4780 -1.7973  -0.148
C -2.6138 -1.3899 -1.2188  -0.137
F -2.1363 -0.1951 -1.5410  0.148
C -3.7107 -1.4550 -0.2711  0.003
C -4.0975 -0.3776 0.4610  -0.094
C -3.2816 0.7977 0.5236  -0.045
N -2.5847 1.6807 0.7368  0.298
C -5.2279 -0.3466 1.3409  -0.153
N -6.1382 -0.2447 2.0331  0.217
F -1.1091 -2.3374 -2.6652  0.144
C -1.9436 -4.9342 -1.9450  -0.115
C -2.3854 -6.2707 -1.6618  -0.158
N -2.6600 -7.3666 -1.4574  0.218
C -0.7228 -4.9049 -2.7012  -0.165
N 0.2467 -4.9588 -3.3140  0.219

---

Entry 3:
# C28H14ClF15GeOsS

A molecular structure, C28H14ClF15GeOsS in a non-equilibrium geometry (ωB97M-V with the def2-TZVPD basis set, OMol25).

Calculated values
Charge: +2
LUMO (spin up / spin down) in eV: -9.6 / -9.6
Energy relative to the best compared isomer or geometry (same formula, charge and spin) in kcal per mole: 49.84
Orbital gap (spin up / spin down) in eV: 4.9 / 4.9

Each line ends with the Löwdin charge.
Positions of all 61 atoms, in Å:
Os -0.2089 -0.6284 1.0256  0.945
C -4.9098 -0.4041 1.8121  -0.037
C -3.9525 0.5585 1.0994  -0.347
C -4.7176 1.5818 0.2611  -0.049
C -2.9030 -0.1891 0.3012  -0.159
C -2.4592 0.2675 -0.9570  -0.024
C -1.4294 -0.3538 -1.6331  0.001
C -0.8067 -1.5388 -1.1401  -0.321
C 0.2664 -2.2398 -1.9174  -0.026
C -1.3401 -2.0894 0.0417  -0.243
C -2.3437 -1.3973 0.7879  -0.128
H -5.6927 0.1734 2.2983  0.098
H -4.4231 -0.9899 2.5893  0.078
H -5.3874 -1.0835 1.1078  0.105
H -3.3919 1.1136 1.8680  0.163
H -5.1788 1.1224 -0.6133  0.103
H -4.0903 2.4100 -0.0656  0.089
H -5.5156 2.0072 0.8664  0.098
H -2.8898 1.1649 -1.3715  0.130
H -1.0857 0.0580 -2.5730  0.152
H 1.2287 -1.7491 -1.7718  0.069
H 0.0386 -2.1946 -2.9814  0.110
H 0.3589 -3.2816 -1.6195  0.103
H -1.0287 -3.0707 0.3760  0.137
H -2.7661 -1.8506 1.6760  0.119
F 3.1255 -4.8234 4.4644  0.138
C 1.8400 -4.7526 4.1395  -0.199
C 1.3237 -3.6124 3.5383  -0.141
C -0.0263 -3.6449 3.2735  -0.194
F -0.6405 -2.5306 2.7389  -0.038
C -0.8621 -4.7107 3.5282  -0.132
F -2.1507 -4.6539 3.2228  0.149
C -0.3083 -5.8412 4.1216  -0.105
F -1.0666 -6.8825 4.3910  0.188
C 1.0462 -5.8579 4.4328  -0.115
F 1.5725 -6.9236 5.0030  0.179
Ge 2.3423 -2.0431 3.1481  0.887
S 1.8010 -1.3862 0.9755  0.486
C 1.8136 -0.6584 4.3998  -0.130
C 2.5595 -0.5867 5.5691  -0.227
F 3.5163 -1.4799 5.7760  0.127
C 2.3557 0.3746 6.5540  -0.121
F 3.1019 0.4010 7.6325  0.187
C 1.3433 1.3050 6.3922  -0.106
F 1.1160 2.2182 7.3110  0.190
C 0.5335 1.2497 5.2640  -0.141
F -0.4758 2.0906 5.1229  0.163
C 0.7957 0.2756 4.3256  -0.136
F -0.2179 0.3033 3.3146  -0.082
C 4.1944 -2.2991 2.8785  -0.184
C 5.1665 -1.3911 3.2792  -0.210
F 4.8207 -0.2511 3.8745  0.118
C 6.5150 -1.6156 3.0610  -0.127
F 7.4166 -0.7403 3.4549  0.172
C 6.9109 -2.7764 2.4066  -0.103
F 8.1882 -3.0016 2.1867  0.187
C 5.9627 -3.6926 1.9653  -0.130
F 6.3395 -4.7791 1.3261  0.171
C 4.6261 -3.4320 2.2021  -0.236
F 3.7268 -4.3042 1.7503  0.104
Cl 0.0921 1.4434 0.3007  0.248

---

| no. | DFT total energy (eV) |
| --- | --- |
| 1 | -213993.9078 |
| 2 | -73192.7261 |
| 3 | -152345.8875 |